Entry 1:
The following is a quantum chemistry calculation of 6 unconnected molecules or ions with the total composition C10H34ClO7P2S6, from OMol25.

XYZ file:
```
60
Properties=species:S:1:pos:R:3:forces:R:3:nbo_charge:R:1
Cl -0.3190 -3.0471 3.5247 0.145 0.001 0.103 -0.153
S -2.7235 0.8428 -1.2789 0.077 -0.002 -0.188 1.257
S 1.8548 -1.0198 -0.2506 -0.093 0.121 -0.110 1.242
S 0.4005 -7.9633 0.7547 0.076 -0.302 -0.507 1.264
S 1.0809 8.8669 -3.4474 0.002 0.151 0.087 1.255
S -0.2241 -7.6612 5.2546 0.715 0.137 0.652 -0.448
S 1.5314 4.8798 0.7654 -0.029 0.146 0.069 1.249
P -1.3192 -6.3154 4.5104 -0.243 -2.332 0.473 1.610
P 0.2510 -4.8676 4.0976 -0.306 0.061 0.100 0.559
O -2.2908 1.6772 -0.1254 0.043 -0.054 0.116 -0.995
O 2.3913 3.6640 0.6969 -0.064 -0.156 -0.059 -1.009
O 1.9340 7.6516 -3.4949 -0.046 -0.116 -0.012 -0.989
O 0.2394 -7.2182 2.0684 0.092 0.294 -0.316 -1.052
O 2.9600 -1.9057 0.2084 -0.029 -0.129 0.129 -0.999
O -1.9846 -6.7815 3.1860 -0.576 1.489 -0.342 -0.990
O -2.4392 -5.7435 5.4564 0.343 0.823 -0.436 -0.937
C -0.6280 8.3214 -3.5672 -0.084 -0.045 -0.072 -0.833
C 1.6396 -7.0804 -0.1845 0.026 0.182 0.133 -0.820
C 0.7220 -0.8536 1.1365 -0.118 0.085 0.059 -0.845
C 2.4309 0.6695 -0.1973 0.121 0.059 -0.006 -0.826
C -4.4500 1.2172 -1.5904 -0.113 -0.007 0.052 -0.831
C -0.1742 4.3236 0.6560 -0.014 -0.037 -0.060 -0.828
C -2.9956 -0.8192 -0.6507 -0.090 -0.081 0.067 -0.835
C 1.5904 5.6561 -0.8489 -0.003 -0.029 -0.097 -0.822
C 1.1472 9.6274 -5.0718 -0.020 0.009 -0.114 -0.832
C 1.3803 -9.4071 1.1302 0.033 -0.032 0.201 -0.818
H 0.7831 -10.0665 1.7560 -0.044 0.017 -0.013 0.259
H 0.9729 -4.7493 5.2820 0.095 0.109 -0.011 0.088
H 1.2257 -6.1160 -0.4723 -0.032 -0.013 -0.012 0.254
H -3.6626 -0.7788 0.2110 0.003 0.049 -0.002 0.229
H 1.3541 4.9231 -1.6200 0.000 -0.027 0.019 0.230
H -0.3002 3.6746 -0.2104 0.011 -0.014 0.009 0.236
H 2.8498 0.8871 0.7835 -0.012 0.022 0.009 0.247
H -0.7430 7.6677 -4.4317 0.045 -0.008 -0.003 0.231
H -3.4250 -1.4378 -1.4383 0.015 0.003 -0.017 0.234
H 0.4388 10.4544 -5.1131 0.009 0.013 0.024 0.230
H 1.8804 -7.6540 -1.0779 -0.045 -0.036 -0.002 0.256
H -5.0182 1.1210 -0.6654 0.034 0.007 0.025 0.233
H -0.8698 7.7753 -2.6579 0.033 0.011 0.025 0.232
H 2.1567 10.0028 -5.2221 0.021 -0.009 0.043 0.245
H 0.8801 6.4809 -0.8808 0.020 0.029 0.028 0.223
H 2.5291 -6.9346 0.4279 -0.002 -0.032 0.012 0.244
H -0.4075 3.7688 1.5619 0.022 -0.001 0.015 0.238
H 2.2836 -9.1092 1.6613 -0.005 0.043 -0.013 0.245
H -2.6578 -4.8178 5.2681 -0.476 -0.011 0.121 0.522
H 1.2726 -0.5424 2.0254 0.067 0.006 -0.047 0.232
H 1.0241 -5.4567 3.0937 0.069 0.053 0.044 0.124
H -0.0566 -0.1249 0.9020 0.026 0.016 -0.025 0.247
H -1.2801 9.1900 -3.6553 0.007 0.013 0.022 0.231
H 3.1982 0.7954 -0.9576 -0.007 -0.050 -0.032 0.248
H -2.0303 -1.2247 -0.3543 0.036 0.034 -0.038 0.229
H -4.5078 2.2407 -1.9532 0.049 0.011 -0.006 0.247
H 1.6001 1.3415 -0.4056 0.003 0.021 0.023 0.248
H -0.8312 5.1899 0.5808 0.006 0.015 0.019 0.227
H 1.6305 -9.9120 0.1986 -0.038 0.019 -0.035 0.253
H -1.2444 -6.9317 2.5162 0.210 -0.516 -0.007 0.540
H 2.5942 6.0401 -1.0099 0.008 0.021 0.023 0.256
H 0.9128 8.8835 -5.8329 0.011 -0.036 0.028 0.232
H 0.2777 -1.8318 1.3016 -0.011 0.002 -0.126 0.203
H -4.8356 0.5376 -2.3500 0.024 0.004 -0.021 0.233
```
Positions in Å, forces in eV/Å.

frontier orbital gap = 6.615 eV
E_tot = -121356.92724 eV
energy relative to the best compared isomer or geometry (same formula, charge and spin) = 0.0 kcal/mol
E_LUMO = -3.50 eV
net charge = +1

---

Entry 2:
The following is a quantum chemistry calculation of a gas-phase ion, C5H5N6O3 (charge +1), from OMol25.

XYZ file:
```
19
Properties=species:S:1:pos:R:3:forces:R:3:nbo_charge:R:1
O -3.4468 -1.0332 -0.1747 0.090 0.347 -0.031 -0.465
O 3.0331 0.1455 -0.2395 0.973 -0.365 -0.095 -0.268
O 2.1756 2.1199 -0.0523 0.403 0.736 0.005 -0.232
N -2.5378 1.8170 -0.0729 -0.568 0.125 0.013 -0.356
N -0.4338 2.4524 0.0422 0.454 0.106 0.055 -0.504
N -1.3741 -1.6090 -0.0285 5.158 0.400 0.327 -0.536
N 0.7147 0.2765 -0.0190 1.278 0.540 -0.038 -0.379
N 2.2040 0.9595 -0.1202 -1.762 -0.699 0.120 0.712
N 1.4787 -1.9924 -0.0023 0.764 -0.346 -0.041 -0.740
C -2.3011 -0.6517 -0.1151 -0.825 0.555 -0.055 0.599
C -0.4255 1.0887 -0.0114 -1.444 0.246 -0.122 0.243
C 0.6487 -1.0111 -0.0150 -5.004 -1.783 0.002 0.709
C -1.7706 0.7093 -0.0792 1.076 0.325 -0.003 -0.016
C -1.7371 2.8352 -0.0004 -0.258 -0.151 -0.016 0.205
H -2.0510 3.8599 0.0206 0.093 0.248 0.021 0.232
H 1.1319 -2.9430 0.0474 -0.027 0.167 -0.059 0.455
H -1.5761 -2.5971 -0.0768 0.220 -0.258 -0.104 0.431
H 0.3586 3.0743 0.1167 -0.225 -0.152 -0.038 0.453
H 2.4905 -1.8581 -0.0455 -0.400 -0.040 0.060 0.458
```
Positions in Å, forces in eV/Å.

frontier orbital gap = 6.845 eV
E_tot = -20335.36480 eV
energy relative to the best compared isomer or geometry (same formula, charge and spin) = 29.9 kcal/mol
E_LUMO = -6.28 eV
net charge = +1

---

Entry 3:
The following is a quantum chemistry calculation of 2 unconnected molecules or ions with the total composition C2H2ClN, from OMol25.

XYZ file:
```
6
Properties=species:S:1:pos:R:3:forces:R:3:nbo_charge:R:1
Cl 2.3969 0.0126 -0.0316 1.779 -0.111 -0.887 0.213
N -0.0431 2.8150 -0.0406 1.265 -3.358 0.645 -0.218
C 0.4245 1.7388 0.1476 -0.169 1.955 -0.546 0.112
C 0.9578 0.4257 0.5340 -2.565 1.759 0.977 -0.122
H -0.5823 -1.0955 -0.9635 -0.185 -0.136 -0.390 0.026
H -0.2772 -0.8117 -0.3518 -0.125 -0.110 0.201 -0.012
```
Positions in Å, forces in eV/Å.

frontier orbital gap (spin up / spin down) = 7.466 / 7.466 eV
E_tot = -16113.80505 eV
energy relative to the best compared isomer or geometry (same formula, charge and spin) = 98.6 kcal/mol
E_LUMO (spin up / spin down) = -2.23 / -2.23 eV
net charge = 0